## P
23
Properties=species:S:1:pos:R:3:mulliken_charge:R:1 method="wB97M-V/def2-TZVPD" orbital_gap_ha=0.335 homo_ev=-9.06
H 0.081 -0.094 -3.600 0.338
H 1.867 0.392 -3.462 0.379
H -1.121 -1.213 3.888 0.264
H 0.939 -0.104 3.507 0.308
C 0.463 1.448 -2.308 0.605
H 1.565 -1.753 2.961 0.250
C 0.842 0.700 -3.511 -1.421
C -0.163 0.461 -0.295 0.140
O -2.403 0.790 -0.584 -0.634
H -2.101 -0.081 1.791 0.314
C -0.628 -1.491 2.890 -0.392
O 2.234 0.687 -0.807 -0.675
O -0.959 1.404 -2.141 -0.373
O 1.059 -0.390 1.536 -0.344
H 0.727 1.333 -4.398 0.326
C 1.027 0.748 -1.089 0.360
H 0.970 2.391 -2.480 0.239
C -0.089 -0.265 0.906 0.289
H -1.746 -1.580 0.922 0.300
H -0.768 -2.549 2.748 0.258
C -1.285 -0.862 1.605 -0.542
C 0.770 -0.955 2.858 -0.419
C -1.284 0.984 -0.937 0.430

=====

## Q
23
Properties=species:S:1:pos:R:3:mulliken_charge:R:1 method="wB97M-V/def2-TZVPD" orbital_gap_ha=0.325 homo_ev=-8.34
C 1.690 0.530 0.097 0.097
H 3.312 -2.538 0.088 0.294
C 2.493 -1.771 0.162 -0.566
H -1.718 -0.623 -1.386 0.386
H 3.750 -0.159 -0.228 0.303
H 0.878 -3.216 0.249 0.515
O -2.649 0.301 1.398 -0.563
H -0.332 0.770 0.551 0.270
C 0.404 0.074 0.255 0.417
C 0.927 2.764 -0.049 -0.662
H -4.111 1.341 -0.023 0.366
C 2.690 -0.421 0.021 -0.401
C 1.175 -2.222 0.186 -0.531
H 0.150 2.545 0.779 0.346
O -1.107 -1.754 0.254 -0.418
H 1.405 3.723 -0.057 0.252
O 1.958 1.813 0.210 -0.437
H -2.835 -1.908 -0.804 0.332
O -3.728 0.551 -0.517 -0.505
C 0.163 -1.292 0.134 0.073
C -2.821 -0.046 0.252 0.628
C -2.120 -1.064 -0.478 -0.457
H 0.427 2.603 -1.095 0.262

=====

## R
23
Properties=species:S:1:pos:R:3:mulliken_charge:R:1 method="wB97M-V/def2-TZVPD" orbital_gap_ha=0.343 homo_ev=-9.06
C 0.151 -0.075 0.291 0.334
O 3.540 0.263 0.810 -0.592
O 2.652 -1.293 -0.644 -0.423
C -1.130 1.849 -0.497 -0.457
C -2.480 -0.767 0.997 -0.667
H -2.947 0.292 1.513 0.254
H -1.088 -1.960 -1.089 0.336
C 1.283 2.094 -0.096 -0.708
H -0.180 -3.313 -0.405 0.200
O 0.017 -1.512 0.515 -0.496
H 0.821 -1.945 -1.413 0.510
C 0.008 -2.182 -0.910 -0.892
C -1.083 0.490 -0.107 1.127
H -1.990 2.467 -0.908 0.311
H 0.137 3.756 -0.545 0.181
C 2.488 -0.150 0.269 0.326
H 3.511 -1.455 -0.327 0.284
H -1.474 -0.916 1.722 0.286
H -3.453 -1.421 1.032 0.285
C -0.003 2.578 -0.251 -0.272
O -2.177 -0.223 -0.343 -0.509
H 2.147 2.747 0.048 0.389
C 1.249 0.676 0.339 0.192

=====

Which one sits at the bottom of the stability order? R does.

=====

## P
68
Properties=species:S:1:pos:R:3:mulliken_charge:R:1 method="wB97M-V/def2-TZVPD" orbital_gap_ha=0.190 homo_ev=-5.96
H 1.563 2.978 -0.258 0.788
H -0.497 -0.919 -4.915 0.463
N 4.196 2.573 1.949 -0.520
H 1.096 2.927 -3.845 0.371
N -0.380 -1.827 2.401 1.441
O 1.267 1.010 1.648 0.020
N 0.965 5.167 3.643 -0.480
N -0.133 1.936 -0.824 1.183
H 0.410 2.024 -5.203 0.430
C 4.243 -2.039 0.790 -0.888
C 4.235 -2.833 1.921 -0.514
H -0.624 2.542 -3.862 0.379
C -1.539 1.997 -1.144 0.670
C 1.906 -2.349 2.195 0.679
N 1.928 -1.580 1.090 0.496
H -0.352 -3.064 4.704 0.460
C 1.706 2.964 2.523 0.917
N 0.795 2.092 2.233 -0.419
C 0.478 -3.389 4.083 -1.824
C -1.953 -2.624 -0.584 0.522
C -2.081 3.335 -1.334 -1.436
H -4.255 -0.385 3.395 0.257
H 3.010 -0.778 -0.457 0.368
C -2.427 -1.030 2.784 0.688
S -2.048 0.515 2.113 -0.418
Zr -0.020 -0.315 0.597 0.110
H -4.151 1.831 -1.674 0.495
H 5.137 -3.328 2.255 0.429
N -1.622 -2.052 2.946 -1.668
C 2.505 -0.173 -3.671 -1.325
H -0.373 -1.839 -3.402 0.282
C 0.522 3.125 -0.506 -0.847
N -2.790 -3.694 -0.494 -0.525
H -1.589 -0.568 -3.564 0.215
H 1.390 -3.400 4.673 0.521
H 2.612 -0.222 -4.755 0.409
H -4.313 0.524 -0.537 0.301
H -3.465 -1.272 -0.652 0.176
C 3.056 -2.991 2.635 -1.055
C 0.599 -2.493 2.897 0.661
C -3.766 0.848 -1.432 -1.893
H 3.041 -3.611 3.517 0.362
N -3.702 -1.210 3.238 -0.475
C 1.286 4.184 3.143 -0.064
C 0.366 2.165 -4.122 -1.353
C 0.766 0.820 -1.271 -0.532
H -3.733 -3.539 -0.174 0.198
H -1.850 5.417 -1.169 0.438
Ge 0.714 0.476 -3.192 0.316
H 3.285 0.485 -3.284 0.381
S -0.253 -2.821 -0.558 -0.412
H 2.674 -1.178 -3.278 0.340
H 5.137 -1.879 0.205 0.475
C -2.292 0.869 -1.185 0.570
N -2.466 -1.418 -0.684 -0.434
H -2.361 -4.533 -0.141 0.265
C 3.062 -1.423 0.412 -0.212
H 0.264 -4.412 3.760 0.248
C -1.398 4.445 -1.027 -0.804
C -0.041 4.339 -0.544 -0.975
H 1.785 1.190 -1.116 0.705
C 3.092 2.751 2.212 0.098
C -0.571 -0.856 -3.827 -1.114
H 0.537 5.209 -0.273 0.500
H -3.836 -1.980 3.874 0.263
N -1.627 -0.321 -0.884 0.704
H -4.037 0.184 -2.261 0.311
H -3.081 3.424 -1.731 0.281

=====

## Q
68
Properties=species:S:1:pos:R:3:mulliken_charge:R:1 method="wB97M-V/def2-TZVPD" orbital_gap_ha="0.142 / 0.142" homo_ev="-4.97 / -4.97"
C 3.552 -0.496 2.585 -2.192
H 3.747 0.414 3.163 0.421
H -1.722 1.390 -4.297 0.257
H 1.696 0.155 3.786 0.281
C -1.173 1.135 -2.367 0.461
C 3.779 -3.234 -3.324 -1.397
H 4.261 -3.574 -0.263 0.391
C -4.132 -2.283 1.237 -1.124
H 3.161 -1.268 3.258 0.520
H 4.077 -4.282 -3.436 0.410
C 4.207 -0.539 -0.352 -0.380
H 3.827 0.321 -3.640 0.388
H 0.477 -1.452 -2.038 0.679
Ge 2.416 -3.182 -1.930 0.832
H -0.705 2.613 -3.666 0.265
C -1.830 -1.931 2.619 -0.022
C -3.088 -1.527 0.730 0.860
C -0.005 -4.286 1.986 -0.007
C -4.006 -2.891 2.469 -0.594
H 0.174 -4.433 -1.944 0.223
C 4.530 -0.289 -1.741 -0.840
H 3.374 -2.892 -4.281 0.375
H 2.689 -3.560 0.588 0.188
Zr -0.207 -0.468 0.258 -0.212
N -1.016 1.657 -3.628 -0.428
C 1.012 -4.321 -2.630 -1.226
C 3.581 0.006 -2.634 -1.113
H 4.665 -2.646 -3.088 0.377
S -0.277 1.879 -1.065 -0.438
C 2.154 -0.076 -2.280 0.740
N 0.545 -4.599 2.956 -0.763
H -1.232 1.558 4.948 0.283
C -3.121 -0.946 -0.601 0.758
N 1.026 0.382 3.069 -0.612
H 4.502 -0.863 2.214 0.385
C -4.365 -0.899 -1.419 -1.897
H -4.482 -1.831 -1.981 0.296
N 1.346 0.147 1.747 0.256
H 5.574 -0.261 -2.027 0.453
C -0.127 1.012 3.365 0.548
O 0.746 -2.139 0.760 -0.011
S -1.213 1.480 2.187 -0.332
C 2.576 -0.247 1.485 0.812
H 0.645 -3.899 -3.569 0.362
N -0.287 -2.770 0.107 0.159
C -0.668 -3.882 0.790 0.942
H 3.167 -4.967 -0.378 0.440
C 2.935 -0.409 0.094 0.672
H 1.434 -5.306 -2.842 0.400
H 5.018 -0.655 0.351 0.281
C 1.558 -1.377 -1.838 -0.901
H 0.174 0.697 5.378 0.199
N 1.845 -0.274 -0.827 0.511
H -5.243 -0.767 -0.789 0.474
N -1.983 0.120 -2.279 -1.854
N -1.951 -1.312 1.438 0.405
H 1.489 0.626 -2.763 0.181
C -2.816 -2.728 3.162 -1.010
H -4.798 -3.515 2.862 0.382
C 3.214 -3.876 -0.312 -1.034
N -1.997 -0.456 -1.011 1.286
H -0.889 -1.796 3.138 0.427
C -1.778 -4.619 0.292 -0.268
H -4.304 -0.088 -2.138 0.481
H -2.640 -3.219 4.109 0.427
H -5.018 -2.433 0.635 0.392
N -0.307 1.256 4.692 -0.498
N -2.687 -5.219 -0.098 -0.725

=====

Which one sits at the bottom of the stability order? Q does.

=====

## P
63
Properties=species:S:1:pos:R:3:mulliken_charge:R:1 method="wB97M-V/def2-TZVPD" orbital_gap_ha=0.372 homo_ev=-10.61
H 4.731 0.893 -2.505 0.284
H 2.149 -2.628 -0.599 0.271
H 0.795 1.176 -2.849 0.341
H -0.988 -0.904 -1.021 0.343
O 3.304 -1.122 3.011 -0.680
O -4.678 -0.451 0.118 -0.617
H -5.127 -0.523 0.867 0.269
O -1.813 0.025 0.338 -0.121
H 1.490 0.425 0.053 0.053
O 0.590 4.377 2.215 -0.637
H 3.569 0.001 3.013 0.361
H 0.203 -0.267 3.596 0.266
H -0.168 3.671 -1.917 0.362
H -2.771 -4.018 0.741 0.294
O -2.869 -1.905 -4.227 -0.642
H -2.414 -0.222 1.001 0.302
H 2.134 -0.885 -0.392 0.426
O 0.626 0.466 4.002 -0.594
H 4.261 1.801 -1.148 0.332
H 4.171 -3.260 1.093 0.257
H 1.428 0.427 3.390 0.293
H 4.937 -1.920 0.830 0.286
O 0.250 1.658 -2.242 -0.618
O -0.059 -3.171 0.704 -0.622
H -1.627 0.907 0.472 0.234
O 1.194 -0.287 -4.471 -0.620
O -3.387 -0.558 2.333 -0.576
H -0.785 -0.668 -2.495 0.087
H -2.238 2.565 0.876 0.267
H -1.143 2.629 2.758 0.254
H -1.362 -3.417 2.769 0.268
H 1.315 4.695 1.462 0.343
H -4.279 -1.300 -0.145 0.287
H -3.671 0.374 2.516 0.305
H -0.626 1.333 -2.337 0.221
H 0.731 0.425 -4.950 0.323
H 0.544 -0.816 -4.304 0.290
O 2.554 -2.187 -1.264 -0.689
H -0.183 -2.836 -0.272 0.307
H -0.077 -2.228 3.093 0.290
O 1.815 -0.346 0.428 -0.322
H -1.348 3.895 -2.924 0.320
O 2.368 3.255 -2.175 -0.593
H -2.495 -1.239 -3.604 0.326
O 4.737 1.014 -1.618 -0.573
H -1.623 3.459 -0.252 0.291
H 3.562 -2.426 -1.086 0.370
H 1.784 2.662 -2.591 0.348
H -3.064 -1.046 3.042 0.181
H -2.809 -3.002 -0.350 0.279
H 0.400 -2.400 1.154 0.305
H 0.049 3.849 1.601 0.327
O 4.296 -2.539 0.571 -0.567
O -0.996 -2.441 2.842 -0.618
O -1.034 4.158 -1.949 -0.715
H -2.836 -2.635 -3.538 0.336
O -3.386 -3.521 0.202 -0.619
O -0.958 -1.215 -1.846 -0.418
H -1.854 1.626 3.880 0.313
O -1.844 2.665 3.527 -0.605
H 3.259 -1.236 1.926 0.331
O -1.559 2.594 0.179 -0.703
H 2.826 2.592 -1.533 0.207

=====

## Q
63
Properties=species:S:1:pos:R:3:mulliken_charge:R:1 method="wB97M-V/def2-TZVPD" orbital_gap_ha=0.364 homo_ev=-10.23
O -0.422 -3.295 3.646 -0.626
H 1.371 2.966 0.688 0.241
O 0.161 -0.444 4.141 -0.604
O 1.297 -4.286 1.432 -0.660
H 0.790 2.852 -4.053 0.314
H 0.228 -4.303 -1.105 0.266
H -2.570 -2.253 1.986 0.305
H -4.122 0.364 -0.617 0.270
H -2.843 4.208 -0.742 0.303
O -0.529 -3.718 -1.244 -0.552
H -2.258 -1.328 0.908 0.052
H 3.735 -2.139 -1.601 0.287
H 0.433 3.137 -2.697 0.304
H 4.398 -1.460 -2.812 0.246
O -3.361 0.636 -0.087 -0.517
O -0.564 0.220 -1.554 -0.436
H 2.774 -0.073 0.076 0.325
O 1.005 3.511 -3.378 -0.652
H -1.117 -1.170 -5.108 0.315
H 0.212 -0.761 1.415 -0.694
O 1.621 3.627 0.062 -0.640
H -1.800 -1.428 -2.189 0.252
H 1.856 -1.208 0.131 0.460
H -3.612 1.532 0.176 0.266
H 2.504 1.411 -3.547 0.275
O 3.718 -1.355 -2.143 -0.485
O 2.326 1.600 -2.619 -0.496
O 2.848 -0.647 2.914 -0.620
H -2.439 2.857 -1.025 0.256
H -1.284 -4.289 -1.404 0.262
O -1.812 -2.022 1.428 -0.678
H -1.314 0.148 -0.934 0.148
H 2.454 2.693 3.701 0.319
O -2.337 3.327 2.462 -0.570
H 0.593 -3.767 1.037 0.251
H 0.205 1.996 2.129 0.071
O -2.138 -2.331 -2.229 -0.559
O 2.805 -1.014 0.315 -0.837
H 0.253 0.020 -1.165 0.096
H -0.241 -0.870 -3.936 0.299
H 2.026 3.354 -0.763 0.268
H -1.704 0.587 -2.525 0.426
O -0.193 -1.029 -4.882 -0.657
H -0.727 -2.959 2.803 0.298
H -2.974 1.674 -2.799 0.283
H -1.697 4.037 2.595 0.319
H -0.689 0.877 1.919 0.179
H -2.699 -2.315 -3.015 0.273
H 3.613 -1.250 2.928 0.305
H 1.440 2.570 2.561 0.183
O -2.499 0.861 -2.934 -0.644
H 0.628 -0.901 3.436 0.317
O 0.248 -0.872 0.468 1.211
H 0.782 -0.250 4.843 0.302
H 2.845 -0.707 1.923 0.422
O -0.417 1.690 1.482 -0.131
H 1.322 -3.951 2.329 0.341
H -0.913 -3.009 4.416 0.291
H -2.216 2.840 3.288 0.280
H -0.326 -1.586 0.156 0.162
O 1.999 3.193 3.015 -0.579
H 2.301 0.667 -2.289 0.213
O -2.976 3.534 -1.414 -0.620

=====

Which one sits at the bottom of the stability order? P does.